Here is an isolated ion of composition C5H10N and charge +1 from the OMol25 dataset. Energies are from the ωB97M-V functional and the def2-TZVPD basis.

Values from the calculation:
Orbital gap = 10.2 eV
Charge = +1
SMILES string = [NH3+]C1=CCCC1
Maximum force = 4.470 eV/A
HOMO = -14.1 eV
ΔE to the lowest compared entry with this formula, charge and spin = 12.2 kcal/mol
LUMO energy = -3.876 eV

```
16
Properties=species:S:1:pos:R:3:forces:R:3
C 1.5541 -0.0187 0.6240 0.090 0.030 0.013
C 0.6466 -0.8065 -0.3805 0.032 -0.351 -0.202
C -0.6143 0.8999 0.5330 -0.663 0.181 -0.238
C 0.7073 1.0450 1.3896 -1.792 -1.648 -2.546
C -0.6681 -0.0562 -0.4307 2.723 1.725 3.096
N -1.7733 -0.4090 -1.3096 -0.262 0.091 0.018
H 2.0204 -0.7142 1.3160 0.098 -0.025 -0.045
H 2.3492 0.4775 0.0703 0.003 -0.051 0.011
H 1.1244 -0.8888 -1.3555 0.069 -0.046 -0.110
H 0.4745 -1.8217 -0.0158 0.024 -0.131 -0.064
H 0.4915 0.7801 2.4189 -0.007 0.020 0.121
H -1.4361 1.5638 0.7571 -0.312 0.122 -0.029
H 1.0969 2.0533 1.3277 0.026 0.105 0.022
H -1.7579 0.1435 -2.1814 -0.060 -0.214 0.235
H -2.6708 -0.2474 -0.8272 0.212 -0.093 -0.325
H -1.7009 -1.4058 -1.5616 -0.181 0.285 0.044
```
Forces are in eV/Å.

Atom charges from the Mulliken analysis, given in e for atoms 1 to 5: atom 1 (C): -0.663, atom 2 (C): -0.661, atom 3 (C): -0.503, atom 4 (C): -0.602, atom 5 (C): 0.055

Here is a 3-piece molecular cluster, CH7NO2 overall from the OMol25 dataset. Energies are from the ωB97M-V functional and the def2-TZVPD basis.

Values from the calculation:
Orbital gap = 11.1 eV
SMILES string = C=N.O.O
Maximum force = 1.612 eV/A
HOMO = -10.3 eV
ΔE to the lowest compared entry with this formula, charge and spin = 15.6 kcal/mol
LUMO energy = 0.747 eV

```
11
Properties=species:S:1:pos:R:3:forces:R:3
C -1.7439 0.0010 -1.0904 0.013 0.089 0.226
N -1.5356 -0.0248 0.1483 0.427 -0.785 0.635
H -0.9805 -0.3708 -1.7786 -0.073 0.237 0.122
H -2.6634 0.3957 -1.4848 -0.445 0.034 -0.551
H -2.3288 0.2472 0.7304 0.010 0.350 -0.390
H 1.1110 0.5556 1.8313 -0.577 -0.089 -0.668
H -0.0193 -0.6067 1.6898 0.060 0.849 -0.737
O 0.7210 -0.2449 2.1820 0.600 -0.702 1.322
H 2.2262 0.3607 -2.1092 0.022 -0.172 0.007
H 1.8612 -0.6808 -1.0224 0.054 -0.016 -0.062
O 1.9994 0.2572 -1.1811 -0.091 0.205 0.097
```
Forces are in eV/Å.

Atom charges from the Mulliken analysis, given in e for atoms 1 to 5: atom 1 (C): -0.266, atom 2 (N): -0.377, atom 3 (H): 0.195, atom 4 (H): 0.236, atom 5 (H): 0.202